(1)
{
  "formula": "C15H29Cl5NO2P2S4ScSi",
  "method": "ωB97M-V/def2-TZVPD",
  "elements": ["Sc", "Cl", "Cl", "Cl", "Cl", "Cl", "S", "S", "S", "S", "P", "P", "Si", "O", "O", "N", "C", "C", "C", "C", "C", "C", "C", "C", "C", "C", "C", "C", "C", "C", "C", "H", "H", "H", "H", "H", "H", "H", "H", "H", "H", "H", "H", "H", "H", "H", "H", "H", "H", "H", "H", "H", "H", "H", "H", "H", "H", "H", "H", "H"],
  "positions_angstrom": [[1.06469, -0.09390, -0.72615], [-2.43583, 4.12931, -1.75282], [3.56891, -0.46160, 3.10952], [1.53627, -1.92855, 0.87704], [4.91202, -1.44936, 0.33679], [-0.07940, 4.58693, -0.08666], [-2.23356, 2.87253, 2.07722], [0.89191, 1.92338, 3.25197], [2.53698, 2.86569, -4.22384], [-1.32206, -0.48959, 2.39250], [-0.98406, -1.38420, -1.95579], [2.33030, -2.05582, -2.39750], [3.32278, -0.29185, 1.05690], [-2.00421, 1.40483, -0.79897], [0.15085, 1.61408, -0.25298], [1.74257, 0.85870, -2.47824], [-1.57613, 3.29537, 3.70900], [-0.31157, -2.89414, -2.75036], [-0.98333, 2.05672, -0.68855], [-2.76089, 0.29161, 3.17225], [0.27503, 0.69986, 4.43654], [2.90519, -3.66095, -1.74514], [3.65164, -1.57746, -3.54937], [-2.37006, -1.94770, -0.93347], [-0.18452, -0.60960, 3.79412], [-0.87600, 3.49359, -1.23781], [0.97332, -2.58119, -3.52783], [-0.05170, 3.39769, 3.71766], [-3.33276, 1.48070, 2.41040], [2.07978, 1.72481, -3.21152], [-1.73393, -0.44750, -3.31853], [-1.99370, -2.54327, -0.10140], [3.37597, -0.65043, -4.05006], [-3.64721, 1.17411, 1.41047], [3.84476, -2.35381, -4.29088], [-3.55196, -0.45351, 3.27792], [-2.47809, 0.58444, 4.18329], [-0.53210, 1.15325, 5.01107], [0.26924, 4.14461, 2.98946], [-1.06873, -3.34080, -3.39980], [-0.62616, -1.24510, 4.56525], [3.14660, -4.36461, -2.54343], [-0.22359, 3.45861, -2.10807], [-1.92697, 2.56766, 4.43975], [3.79235, -3.48747, -1.13815], [2.14380, -4.09235, -1.09582], [0.27905, 3.74362, 4.69953], [-2.37249, -1.07875, -3.93840], [-1.98059, 4.26034, 4.01988], [-3.09565, -2.52805, -1.50500], [-4.22414, 1.83048, 2.93637], [0.80671, -1.75934, -4.23051], [0.67283, -1.14839, 3.39299], [-2.84364, -1.05380, -0.52681], [-2.32334, 0.35745, -2.87994], [-0.11101, -3.61183, -1.94882], [4.56135, -1.39752, -2.97496], [1.28867, -3.44655, -4.11553], [1.06706, 0.46097, 5.14880], [-0.95123, -0.00238, -3.93354]],
  "forces_ev_per_angstrom": [[0.44, 0.92, -0.41], [0.01, 0.01, 0.00], [0.03, 0.06, 0.00], [-0.07, -0.32, 0.42], [0.08, 0.00, 0.02], [0.01, 0.00, -0.03], [0.00, 0.02, -0.02], [-0.01, 0.02, 0.01], [0.02, 0.10, -0.09], [0.02, -0.02, -0.01], [0.13, 0.08, 0.10], [-0.15, -0.13, 0.07], [-0.18, -0.06, -0.17], [0.04, 0.07, -0.01], [-0.04, -0.49, -0.02], [-0.17, 0.00, 0.21], [0.05, 0.01, -0.02], [-0.01, 0.00, 0.00], [-0.01, -0.05, -0.10], [-0.05, 0.00, 0.03], [0.03, -0.02, -0.01], [0.02, 0.01, -0.02], [0.05, 0.04, 0.03], [-0.03, 0.00, 0.00], [-0.04, 0.00, 0.04], [0.01, 0.01, 0.15], [-0.04, 0.05, -0.03], [-0.02, -0.01, 0.02], [-0.03, 0.00, 0.02], [-0.05, -0.18, 0.04], [-0.03, 0.02, -0.02], [0.00, 0.00, 0.00], [0.01, 0.00, -0.01], [0.01, 0.00, -0.01], [-0.02, -0.03, 0.02], [0.01, -0.01, 0.00], [0.02, -0.01, -0.01], [-0.01, 0.00, -0.02], [0.00, 0.00, 0.00], [-0.01, 0.01, 0.00], [0.00, -0.01, -0.01], [-0.02, 0.03, -0.04], [-0.02, -0.02, -0.03], [0.01, -0.01, -0.02], [0.00, -0.04, 0.02], [0.00, -0.01, -0.01], [-0.01, -0.01, 0.00], [0.01, -0.04, 0.02], [-0.01, 0.01, -0.02], [0.02, 0.01, -0.03], [-0.01, -0.01, -0.01], [-0.02, -0.01, -0.01], [0.02, 0.01, -0.01], [-0.02, -0.02, 0.00], [0.01, 0.00, -0.03], [0.00, -0.02, -0.02], [0.00, 0.01, -0.02], [0.04, 0.00, 0.01], [0.00, 0.00, 0.00], [-0.01, 0.00, -0.01]],
  "e_above_lowest_kcal_mol": 28.1,
  "mol_weight_g_mol": 695.925,
  "e_tot_ev": -174728.4955,
  "homo_lumo_gap_ev": 7.883,
  "max_force_ev_per_a": 1.1,
  "lumo_ha": -0.0106
}

***

(2)
{
  "formula": "C15H29F5N3O26S7",
  "method": "ωB97M-V/def2-TZVPD",
  "elements": ["S", "S", "S", "S", "S", "S", "S", "F", "F", "F", "F", "F", "O", "O", "O", "O", "O", "O", "O", "O", "O", "O", "O", "O", "O", "O", "O", "O", "O", "O", "O", "O", "O", "O", "O", "O", "O", "O", "N", "N", "N", "C", "C", "C", "C", "C", "C", "C", "C", "C", "C", "C", "C", "C", "C", "C", "H", "H", "H", "H", "H", "H", "H", "H", "H", "H", "H", "H", "H", "H", "H", "H", "H", "H", "H", "H", "H", "H", "H", "H", "H", "H", "H", "H", "H"],
  "positions_angstrom": [[1.01118, -4.24669, 3.52541], [-0.87493, 4.09057, -4.46083], [-2.87706, 3.27767, 0.45795], [2.34934, -8.48870, 0.29269], [1.95006, -1.31907, -1.53436], [-6.21798, 0.36994, 1.05961], [4.18690, 6.38462, 0.78020], [2.93485, -1.31261, 1.60547], [4.45021, -0.30342, -1.78855], [5.09602, -0.18104, 1.10245], [4.74466, -2.38527, 0.26003], [3.05909, 1.02199, -0.36989], [-7.01026, -1.05076, 1.17927], [2.13544, -1.33806, -3.09205], [-2.10574, 3.11434, -4.02208], [1.95749, -8.66166, 1.67216], [-3.24055, 2.88663, -0.88596], [0.41927, -4.70436, 2.28986], [1.18543, -7.64442, -0.47567], [-6.92651, 1.20345, 0.11390], [3.53292, 5.31884, -0.26590], [-1.75779, 5.18728, -5.28283], [2.74452, -9.58915, -0.55817], [5.08093, 7.25449, 0.05190], [0.29609, -3.44250, 4.49135], [-3.86882, 2.50720, 1.49750], [2.41583, -3.49435, 3.17700], [-3.43308, 4.78915, 0.71618], [3.13330, 6.87803, 1.63905], [-0.03823, 3.37788, -5.39807], [-1.52658, 3.19498, 0.96371], [-4.87492, -0.19786, 0.33044], [2.11456, -2.82562, -1.09304], [1.64655, -5.53070, 4.30357], [3.51524, -7.34997, 0.22639], [5.08264, 5.32126, 1.63305], [-5.86767, 0.81120, 2.38964], [-0.35840, 4.72832, -3.27020], [0.42665, 1.34583, -2.38689], [0.35398, -0.83994, -1.01522], [-0.74236, 1.35589, -0.19082], [-4.89902, -1.62426, 0.33341], [-3.33798, 3.80086, -4.22957], [3.13450, -6.35173, -0.71771], [-4.67811, 4.71295, 1.40674], [-3.09271, 4.70706, -5.43305], [3.06359, -5.53329, 4.13871], [4.01628, -1.10222, 0.58481], [3.45654, -4.06875, 3.96425], [4.17484, 4.05331, -0.11907], [-6.37655, -2.00718, 0.33284], [1.61101, -6.29333, -0.64489], [-4.57350, 3.46741, 2.28276], [3.36297, -0.37823, -0.74382], [0.05230, 0.61596, -1.28722], [4.64187, 3.99895, 1.33305], [-1.25708, 2.12227, -0.70668], [-5.55512, 3.07996, 2.56837], [-4.15067, 3.09108, -4.40139], [1.17060, -5.86528, -1.54937], [4.42345, -3.95310, 3.46879], [-6.80839, -1.91016, -0.66888], [-4.37061, -2.01636, -0.53969], [0.80342, 0.97755, -3.28710], [-6.54418, -3.02119, 0.70357], [3.47719, -3.54880, 4.92787], [5.02505, 4.02068, -0.80801], [3.54755, -5.99005, 5.00613], [3.48097, 3.24356, -0.36013], [-4.85111, 5.61981, 1.99107], [3.81134, 3.75917, 2.00540], [-3.98544, 3.66781, 3.18419], [-5.47212, 4.60424, 0.66037], [-3.14823, 4.14246, -6.36937], [-4.40227, -1.97140, 1.24516], [3.30109, -6.11459, 3.24192], [1.27979, -5.72015, 0.22706], [-0.05336, 1.85349, 0.43791], [-3.55249, 4.38873, -3.33084], [-3.79658, 5.54278, -5.47078], [3.60013, -5.39363, -0.47479], [0.14165, -1.12179, -0.02839], [0.30746, 2.40072, -2.31789], [5.45019, 3.27949, 1.48396], [3.46947, -6.67819, -1.70793]],
  "forces_ev_per_angstrom": [[-0.09, -0.26, 0.66], [-0.60, 0.56, -0.83], [-2.01, 1.13, 1.53], [-0.08, -0.73, -0.05], [0.77, -9.17, -5.44], [-0.37, -0.07, -0.10], [0.05, 1.02, 0.23], [4.15, 0.85, -3.79], [-3.95, -0.35, 3.62], [-4.27, -3.27, -1.65], [-3.18, 4.85, 1.30], [0.40, -4.27, -1.14], [0.83, 1.02, 0.34], [-1.30, 2.27, 6.11], [1.21, 0.23, -0.53], [0.71, 0.09, -1.71], [1.25, 0.04, 1.15], [0.47, 0.92, 1.29], [0.91, -0.62, 0.19], [1.11, -0.68, 1.43], [0.11, 0.29, 0.78], [0.94, -0.74, 1.10], [-0.69, 1.38, 1.37], [-1.32, -1.12, 1.18], [0.62, -1.08, -1.55], [1.06, 0.47, -1.55], [-0.97, -0.66, -0.29], [1.24, -1.28, -0.25], [1.38, -0.53, -1.34], [-0.67, 0.62, 1.65], [-1.64, 1.03, -0.43], [-0.94, 0.46, 0.15], [-0.76, 6.62, -0.14], [-0.59, 1.27, -0.37], [-0.81, -0.40, 0.48], [-0.28, 0.45, -0.87], [-0.77, -0.45, -1.62], [-0.08, -1.09, -1.15], [-0.88, -1.44, 2.20], [1.27, 4.20, -0.89], [2.97, -1.55, -3.92], [0.01, -0.72, 0.36], [-0.74, 0.76, 0.19], [-0.18, 0.14, -0.76], [-1.00, -0.35, 0.16], [-0.66, -0.55, -0.33], [0.72, -0.14, -0.44], [2.15, -1.04, 1.90], [0.35, -0.21, 0.83], [0.55, -0.25, -0.08], [0.19, -0.26, -0.74], [0.13, 0.72, 0.30], [-0.31, 0.91, 0.79], [3.95, 3.06, -0.32], [-0.24, 1.60, 1.04], [-0.46, -0.37, 0.06], [0.84, -1.35, 0.52], [0.35, -0.12, -0.24], [0.35, -0.05, 0.03], [0.03, -0.31, 0.10], [-0.30, 0.04, -0.13], [0.09, -0.08, 0.07], [-0.12, 0.29, 0.07], [-0.28, -0.03, 1.01], [-0.07, 0.31, 0.15], [0.06, -0.08, -0.07], [-0.05, -0.08, 0.07], [-0.33, 0.09, -0.08], [0.00, 0.40, 0.04], [0.32, -0.11, -0.17], [0.05, -0.07, -0.06], [-0.08, -0.01, -0.09], [0.02, 0.01, 0.14], [-0.04, 0.07, 0.09], [-0.06, -0.03, -0.09], [0.03, 0.01, 0.09], [0.05, 0.00, -0.11], [-0.92, -0.99, -0.63], [-0.04, -0.08, -0.11], [0.35, -0.03, 0.08], [-0.03, -0.25, 0.18], [0.14, 0.33, -0.88], [-0.02, -1.67, -0.16], [0.02, 0.33, 0.00], [-0.04, 0.10, 0.05]],
  "mol_weight_g_mol": 986.851,
  "e_tot_ev": -163145.1325,
  "homo_lumo_gap_ev": 7.237,
  "max_force_ev_per_a": 10.7,
  "lumo_ha": -0.2020,
  "total_charge": 1
}